Record 1
Computed, not measured: a cluster of 3 separate species, C48H54F3N3O8 in total, with the ωB97M-V functional and the def2-TZVPD basis.

The HOMO-LUMO gap comes out at 6.94 eV. The SMILES is C=CCN(CCC(F)(F)F)[C@@](CCCCOC)(NCCC)[C@@H](O)O[C@@H](N)C[C@H]1CO1.O=C1c2ccccc2C(=O)c2ccccc21.O=C1c2ccccc2C(=O)c2ccccc21. The calculation puts the HOMO energy at -8.11 eV. Its molar mass is 858.0 g/mol. The net charge is 0. For the LUMO energy, the calculation gives -1.17 eV.

The geometry in XYZ format:
```
116
C48H54F3N3O8 (the ωB97M-V functional and the def2-TZVPD basis)
C 4.07051 3.29821 -0.86050
C 3.12604 3.77599 -1.90179
C 1.45808 3.75353 -1.76039
N 0.93992 4.20719 -0.45734
C 0.67347 5.68796 -0.55866
C 2.05033 6.62393 -0.38665
C 1.73005 8.05383 0.40098
F 1.11900 7.83823 1.76047
F 2.99352 8.83292 0.67729
F 0.72054 8.86686 -0.36402
C -0.07455 3.40460 0.26167
C 0.01594 1.77156 0.15964
C -0.07254 0.92397 1.54471
C -1.51015 0.86024 2.31383
C -2.57943 -0.24377 1.70752
O -3.90445 0.43345 1.51627
C -4.49718 0.74369 2.83910
N -0.08725 3.69492 1.74490
C 1.18277 4.15803 2.35288
C 2.52381 3.25443 2.15832
C 2.97683 2.38581 3.49450
C -1.61118 3.81436 -0.27491
O -1.70923 3.94174 -1.73563
O -2.65610 2.90461 0.16504
C -3.99718 3.18861 -0.28648
N -4.38997 4.63563 -0.46257
C -4.48024 2.35598 -1.65436
C -3.23234 1.11627 -1.96246
C -3.48338 0.21185 -3.41445
O -2.32394 1.36527 -3.19850
H 4.80425 4.11280 -0.39475
H 4.12208 2.22320 -0.39724
H 3.60302 4.15742 -2.92756
H 1.10586 4.53138 -2.59656
H 1.13712 2.70818 -2.16654
H 0.00814 6.02277 -1.46623
H 0.02837 5.96472 0.40868
H 2.59180 6.81197 -1.42763
H 2.78135 5.95935 0.28418
H -0.77909 1.28640 -0.58877
H 1.06473 1.44456 -0.31493
H 0.73112 1.17884 2.36287
H 0.17026 -0.20684 1.23749
H -1.27051 0.47480 3.41954
H -1.99874 1.93539 2.49064
H -2.21061 -0.78252 0.73086
H -2.75034 -1.09171 2.51032
H -4.34782 -0.11623 3.63623
H -5.64546 0.93667 2.72111
H -4.03026 1.75278 3.25989
H -0.86911 4.31520 2.04214
H 1.00173 4.21906 3.53318
H 1.48708 5.27659 2.06387
H 2.47563 2.46876 1.27170
H 3.43532 3.96897 1.89287
H 2.04907 1.93939 4.05058
H 3.71773 2.98755 4.18815
H 3.58996 1.44904 3.08298
H -1.86504 4.88235 0.19504
H -1.89381 4.91876 -1.89328
H -4.73323 2.76870 0.55799
H -4.09721 5.00853 -1.40219
H -4.03395 5.25190 0.30237
H -5.48020 1.76847 -1.50583
H -4.42111 3.00240 -2.62664
H -2.77860 0.50295 -0.96407
H -3.35460 -0.75458 -2.72090
H -2.69212 -0.18144 -4.15594
O -6.60499 -3.86010 -4.93180
C -5.97485 -4.77718 -4.41983
C -5.43053 -4.63984 -3.05347
C -5.65584 -3.45988 -2.33261
C -5.17914 -3.33816 -1.02661
C -4.47955 -4.39094 -0.43735
C -4.23880 -5.56053 -1.16010
C -4.70986 -5.68281 -2.47297
C -4.43501 -6.91657 -3.23601
O -3.75502 -7.81054 -2.74547
C -4.99561 -7.06193 -4.59393
C -4.77123 -8.24351 -5.31287
C -5.32540 -8.40364 -6.58373
C -6.10337 -7.38804 -7.13889
C -6.31621 -6.20381 -6.42994
C -5.75646 -6.03811 -5.15633
H -6.20591 -2.63611 -2.78412
H -5.35883 -2.42306 -0.46660
H -4.11904 -4.30093 0.58496
H -3.68741 -6.37626 -0.69539
H -4.16902 -9.04269 -4.88387
H -5.15342 -9.32331 -7.13875
H -6.54329 -7.51669 -8.12550
H -6.92223 -5.41450 -6.87190
O 8.12781 -5.08283 2.91382
C 7.45682 -4.05826 2.89733
C 7.44370 -3.15346 4.06490
C 8.22107 -3.46079 5.18915
C 8.24503 -2.59070 6.28005
C 7.49669 -1.41418 6.25180
C 6.70780 -1.11492 5.13988
C 6.67640 -1.98939 4.04681
C 5.82520 -1.67350 2.88251
O 5.10913 -0.67882 2.88954
C 5.85336 -2.56718 1.70782
C 5.07697 -2.25738 0.58329
C 5.12293 -3.07799 -0.54469
C 5.94203 -4.20665 -0.55373
C 6.70560 -4.52511 0.57138
C 6.65710 -3.70622 1.70712
H 8.81209 -4.37458 5.21602
H 8.85269 -2.82852 7.15041
H 7.52530 -0.72984 7.09681
H 6.12217 -0.19717 5.12702
H 4.43890 -1.37520 0.58125
H 4.52250 -2.83365 -1.41829
H 5.98519 -4.84100 -1.43645
H 7.34008 -5.40989 0.55728
```


Record 2
Computed, not measured: an isolated molecule of C8H16O, with the ωB97M-V functional and the def2-TZVPD basis.

The HOMO-LUMO gap comes out at 9.87 eV. The SMILES is C[C@@H]1OC(C)(C)C1(C)C. The calculation puts the HOMO energy at -8.99 eV. Its molar mass is 128.2 g/mol. The net charge is 0. For the LUMO energy, the calculation gives 0.87 eV. For the energy above the lowest of the compared OMol25 structures with the same formula, charge and spin, the calculation gives 1.086 eV.

The geometry in XYZ format:
```
25
C8H16O (the ωB97M-V functional and the def2-TZVPD basis)
C -2.40940 -1.01376 -0.07422
C -1.06607 -0.65854 -0.68448
O -0.11033 -1.65102 -0.61180
C 1.00014 -0.42203 -0.12706
C 1.64956 -1.00336 1.09926
C 1.97126 -0.13092 -1.24046
C -0.18136 0.50511 0.05283
C -0.18160 1.80198 -0.75079
C -0.59395 0.79899 1.49023
H -2.28495 -1.40905 0.93196
H -2.86721 -1.79757 -0.67766
H -3.07257 -0.14908 -0.05123
H -1.20746 -0.30872 -1.72252
H 2.45093 -1.68668 0.82703
H 0.90072 -1.58091 1.64177
H 2.03867 -0.20983 1.73820
H 2.54380 0.76894 -1.00676
H 2.66834 -0.95742 -1.35769
H 1.44294 0.02776 -2.17900
H 0.01614 1.63825 -1.80772
H 0.56388 2.50038 -0.36808
H -1.16198 2.27246 -0.67545
H 0.14406 1.43648 1.97931
H -1.54091 1.33715 1.49861
H -0.71266 -0.10862 2.07570
```


Record 3
Computed, not measured: a cluster of 2 separate species, C5H13NO2 in total, with the ωB97M-V functional and the def2-TZVPD basis.

The HOMO-LUMO gap comes out at 4.07 eV. The calculation puts the HOMO energy at -8.30 eV. Its molar mass is 119.2 g/mol. The net charge is 0. For the LUMO energy, the calculation gives -4.23 eV. For the energy above the lowest of the compared OMol25 structures with the same formula, charge and spin, the calculation gives 8.214 eV.

The geometry in XYZ format:
```
21
C5H13NO2 (the ωB97M-V functional and the def2-TZVPD basis)
C 0.64380 0.99296 0.31562
N 0.72138 -0.34900 -0.16420
C 2.00231 1.52520 0.75630
C -0.62183 -0.35114 -2.24829
C -0.53579 -0.87963 -0.78003
C -1.70009 -0.33691 0.12018
O -0.03766 1.87248 -0.36327
H 0.11338 0.88887 1.31079
H 2.53512 2.10185 0.00857
H 1.83892 2.22349 1.57819
H 2.64545 0.71475 1.09549
H -0.11796 -1.07860 -2.88559
H -1.67027 -0.37169 -2.54833
H -0.16507 0.62965 -2.21177
H -0.62771 -1.95666 -0.69409
H -1.67746 0.75365 -0.05074
H -1.37643 -0.59007 1.17333
H -2.68034 -0.70902 -0.18053
H 0.90880 -0.94222 0.66110
H -0.13198 -2.12055 3.03527
O -0.06657 -2.01742 2.07198
```


Record 4
Computed, not measured: a structure of composition C5H8O, with the ωB97M-V functional and the def2-TZVPD basis.

The HOMO-LUMO gap comes out at 9.18 eV. The calculation puts the HOMO energy at -8.19 eV. Its molar mass is 84.1 g/mol. The net charge is 0. For the LUMO energy, the calculation gives 0.98 eV. For the energy above the lowest of the compared OMol25 structures with the same formula, charge and spin, the calculation gives 5.718 eV.

The geometry in XYZ format:
```
14
C5H8O (the ωB97M-V functional and the def2-TZVPD basis)
C -0.81434 0.48468 -1.29507
C 0.02285 -0.61127 -0.68176
C 1.07796 -0.41295 0.40908
C 0.54753 0.54546 1.43065
O -0.66328 -0.15099 1.58861
C -0.20580 -1.16741 0.67287
H -1.08444 1.24178 -0.53049
H -1.74314 0.04215 -1.71515
H -0.24100 0.97843 -2.10844
H 0.35510 -1.36883 -1.38862
H 2.09363 -0.77454 0.30780
H 0.35840 1.79932 0.65394
H 0.69390 1.60030 1.72126
H -0.39735 -2.20612 0.93532
```